This record from the OMol25 dataset describes 2 unconnected molecules or ions with the total composition C3H6O2. The level of theory is ωB97M-V with the def2-TZVPD basis set.

Geometry as ORCA input:
```
! RIJCOSX wB97M-V def2-TZVPD def2/J DEFGRID3
* xyz 0 1
O 0.0296 1.3095 1.0094
O -0.0569 -1.7694 0.1367
C -0.5519 1.2531 -0.2161
C -0.1442 2.0423 -1.1968
C 0.6149 -2.6514 0.5775
H 0.5847 2.8257 -1.0610
H 0.8869 -3.5575 0.0036
H -0.7223 2.0568 -2.1062
H -0.3908 0.6915 1.6208
H 1.0338 -2.6736 1.6043
H -1.2839 0.4729 -0.3722
*
```

Computed properties:
Orbital gap (eV): 9.31
E (Eh): -268.31913
LUMO energy (eV): 0.661
Highest occupied orbital energy (eV): -8.646
Max |F| (eV/Å): 0.94
Structure (SMILES): C=CO.C=O